# 1
A cluster of 40 separate species, H80O40 in total. Source: the OMol25 dataset; level of theory: ωB97M-V with the def2-TZVPD basis set.

Geometry as XYZ:
```
120
Properties=species:S:1:pos:R:3:mulliken_charge:R:1
H 2.712 3.270 2.442 0.37
H 3.673 4.430 2.700 0.29
O 3.659 3.469 2.309 -0.60
H -0.585 1.395 -6.085 0.34
H 0.735 2.182 -6.439 0.31
O 0.334 1.298 -6.371 -0.61
H -0.310 -2.052 5.244 0.27
H 0.556 -3.040 4.712 0.24
O -0.071 -2.445 4.358 -0.52
H 3.517 3.676 -3.862 0.32
H 2.904 4.167 -4.894 0.31
O 3.444 3.413 -4.806 -0.62
H -1.751 4.990 1.662 0.34
H -1.284 5.299 3.209 0.33
O -1.085 5.425 2.263 -0.74
H -5.111 1.079 1.222 0.29
O -5.750 0.530 1.717 -0.69
H 1.729 -0.100 -1.529 0.12
O 0.841 0.169 -1.584 -0.06
H -3.506 -2.967 3.432 0.23
H -2.399 -2.270 4.356 0.30
O -3.058 -3.013 4.276 -0.66
H -4.056 -3.212 0.461 0.25
H -4.816 -1.841 0.274 0.20
O -4.029 -2.291 0.440 -0.35
H 2.099 2.271 -0.977 0.29
H 3.053 1.776 0.209 0.08
O 3.059 2.167 -0.621 -0.55
H 1.077 -1.077 3.131 0.20
H 2.169 -1.584 4.153 0.16
O 1.715 -0.906 3.697 -0.40
H -3.926 -1.712 2.235 0.19
O -3.562 -0.948 2.639 -0.41
H -1.614 -4.565 -0.728 0.31
H -2.981 -4.002 -0.815 0.29
O -2.503 -4.559 -0.410 -0.63
H -2.846 0.788 0.456 0.24
H -3.060 -0.038 -0.793 0.15
O -3.551 0.590 -0.235 -0.38
H -5.250 3.461 0.753 0.26
H -4.514 3.228 2.224 0.31
O -4.592 2.901 1.263 -0.57
H 1.795 -0.413 1.439 -0.28
H 2.338 -1.629 0.870 -0.14
O 1.810 -0.903 0.756 0.91
H -2.236 -2.026 -5.206 0.55
H -2.641 -3.309 -4.441 0.27
O -2.422 -2.874 -5.291 -0.63
H 0.094 3.999 2.903 0.34
H 1.416 4.835 3.592 0.23
O 0.638 4.199 3.677 -0.66
H -2.229 3.841 -1.082 0.18
O -2.057 2.869 -1.178 -0.31
H 4.386 0.283 2.047 0.34
H 4.508 1.154 1.030 0.18
O 4.906 0.340 1.296 -0.64
H -1.878 -1.719 0.068 0.11
O -1.301 -2.116 -0.698 -0.40
H -0.101 3.623 -1.710 0.34
H -0.105 4.088 -0.381 0.27
O 0.567 4.100 -1.133 -0.64
H -1.431 0.439 -4.413 -0.04
H -2.698 0.214 -4.706 0.68
O -1.835 -0.512 -4.593 -0.88
H -0.797 0.704 1.388 -0.01
H -0.408 1.606 0.230 0.01
O -1.042 1.422 0.900 0.04
H 2.586 -1.474 -5.549 0.38
H 2.924 -0.701 -4.359 0.21
O 3.416 -1.058 -5.112 -0.62
H 1.741 2.869 5.233 0.29
H 1.707 1.231 5.135 0.28
O 1.487 1.929 5.614 -0.65
H 4.620 -3.483 -2.946 0.26
H 3.655 -2.132 -2.698 0.25
O 3.814 -3.151 -2.500 -0.58
H 4.215 -0.053 -0.873 0.14
H 4.064 0.550 -2.319 0.25
O 3.835 -0.182 -1.753 -0.49
H -1.801 3.716 -4.190 0.36
H -0.896 2.686 -4.201 0.21
O -1.700 2.889 -4.661 -0.58
H -4.701 0.196 -3.970 0.30
H -4.126 1.621 -3.316 0.26
O -3.885 0.800 -3.762 -0.57
H -2.525 -0.450 5.255 0.26
H -2.572 0.840 4.831 0.21
O -1.930 0.135 4.795 -0.59
H 5.008 -2.975 -0.218 0.27
O 5.256 -3.368 0.547 -0.65
H 3.031 -4.029 -0.890 0.19
H 1.885 -3.872 0.253 0.23
O 2.813 -4.265 0.098 -0.57
H -2.243 2.344 -0.481 0.15
H -6.352 0.169 1.167 0.26
H -0.612 -2.567 -0.124 0.22
H 0.203 -0.368 -0.966 0.03
H -4.277 -0.225 2.507 0.34
H 5.776 -2.513 0.860 0.39
O 0.755 -6.366 1.859 -0.62
H 1.028 -5.458 1.706 0.29
H 0.655 -6.341 2.789 0.29
O 0.770 2.224 -3.744 -0.36
H 1.459 1.986 -4.400 0.27
H 0.980 1.410 -3.137 0.19
O -2.773 5.524 -0.153 -0.58
H -2.345 6.406 -0.183 0.28
H -3.251 5.397 -0.966 0.27
O 3.276 -2.942 2.206 -0.53
H 3.885 -3.145 1.434 0.26
H 3.605 -3.515 2.925 0.21
O 2.443 -5.901 -2.764 -0.64
H 3.140 -5.744 -2.105 0.32
H 2.653 -4.970 -2.971 0.36
O -0.146 1.724 3.184 -0.03
H 0.518 2.266 3.667 0.22
H -0.388 1.028 3.842 0.22
O -0.013 -3.314 1.198 0.09
H -0.261 -3.032 1.988 -0.21
H -0.749 -3.913 1.167 0.24
```

=====

# 2
A cluster of 40 separate species, H80O40 in total. Source: the OMol25 dataset; level of theory: ωB97M-V with the def2-TZVPD basis set.

Geometry as XYZ:
```
120
Properties=species:S:1:pos:R:3:mulliken_charge:R:1
H 1.468 4.955 -1.543 0.21
H 1.082 5.721 -2.699 0.25
O 0.886 5.582 -1.836 -0.50
H -0.638 -3.289 1.367 0.09
H -2.006 -3.325 1.030 0.25
O -1.446 -3.514 1.691 -0.54
H 2.227 -0.942 -4.313 0.15
H 1.625 -2.208 -4.877 0.25
O 1.649 -1.663 -4.098 -0.62
H 0.128 2.515 -2.354 0.17
H 1.553 1.779 -2.382 0.35
O 0.518 1.627 -2.232 -0.37
H 3.470 -2.678 -1.865 0.40
H 4.437 -1.613 -1.675 0.36
O 4.169 -2.146 -2.366 -0.51
H 2.622 1.232 1.925 -0.18
O 2.866 1.514 1.078 -0.47
H -0.112 -4.562 -2.489 0.27
O -0.687 -5.181 -3.058 -0.63
H 0.982 -0.671 -2.691 0.46
H 0.704 -0.024 -1.426 -0.13
O 1.382 -0.560 -1.838 -0.08
H 0.423 -1.428 1.673 -0.33
H 1.364 -1.306 2.873 -0.11
O 1.035 -0.848 2.091 0.76
H -3.520 1.076 -0.027 0.20
H -4.011 1.812 1.128 0.31
O -3.895 0.830 0.981 -0.59
H 1.027 -2.397 -1.070 0.26
H 1.771 -2.537 -2.488 0.22
O 1.328 -3.048 -1.729 -0.71
H 0.130 1.866 2.324 0.08
O -0.142 2.405 1.580 -0.34
H 4.259 2.412 -2.555 0.29
H 5.842 2.666 -2.811 0.32
O 4.866 2.876 -3.162 -0.68
H -5.309 -1.532 1.692 0.31
H -3.933 -1.545 2.083 0.26
O -4.623 -2.149 1.801 -0.65
H 0.689 -1.263 5.393 0.32
H -0.468 -0.441 6.233 0.22
O -0.200 -0.756 5.253 -0.59
H 1.666 2.847 0.221 0.21
H 0.422 3.275 0.212 0.19
O 1.172 3.482 -0.298 -0.28
H -4.539 -2.142 -1.988 0.25
H -4.937 -1.411 -0.741 0.34
O -5.117 -1.436 -1.644 -0.67
H -5.034 3.438 -1.432 0.27
H -3.977 4.435 -1.676 0.27
O -4.120 3.568 -1.165 -0.55
H 0.327 -3.807 4.522 0.25
O 0.229 -2.970 5.042 -0.68
H -1.828 0.180 0.774 -0.46
H -0.408 0.063 0.591 0.04
O -1.231 -0.546 0.675 0.70
H 5.195 3.075 1.504 0.26
O 4.446 2.980 2.074 -0.58
H 3.455 2.511 4.637 0.24
H 2.510 2.294 5.291 0.31
O 2.574 2.827 4.473 -0.53
H -2.163 -2.383 3.350 0.26
H -1.998 -3.608 3.812 0.32
O -2.180 -2.772 4.185 -0.71
H 2.482 -6.118 1.760 0.31
H 1.191 -5.062 1.534 0.32
O 1.686 -5.815 2.133 -0.66
H -2.091 2.998 -0.989 0.26
H -1.182 2.153 -0.184 -0.23
O -1.981 2.076 -0.639 -0.01
H 3.465 -2.027 -0.331 0.02
H 2.774 -1.333 1.068 0.26
O 3.194 -2.178 0.588 -0.70
H -0.813 -1.294 -5.797 0.25
H -0.380 0.317 -5.663 0.37
O -0.197 -0.727 -5.305 -0.57
H 3.181 -0.080 4.047 0.31
H 3.651 -1.106 5.102 0.30
O 3.774 -0.234 4.868 -0.63
H 5.222 0.348 -2.015 0.34
H 6.419 -0.423 -2.789 0.35
O 6.120 0.431 -2.101 -0.70
H -4.621 -3.991 -2.409 0.26
H -3.802 -5.217 -2.363 0.26
O -3.862 -4.286 -2.034 -0.54
H -0.521 5.636 0.045 0.31
H -0.949 6.715 -1.107 0.28
O -1.283 6.043 -0.476 -0.63
H 2.895 0.209 -2.144 0.20
O 3.110 1.111 -1.765 -0.47
H -2.565 -1.305 -3.341 0.23
H -4.100 -1.092 -3.244 0.28
O -3.331 -0.736 -3.582 -0.40
H -0.676 -2.839 4.936 0.54
H 3.587 2.027 1.231 0.44
H 4.403 4.015 1.982 0.33
H -0.398 -6.031 -2.651 0.31
H 0.505 3.152 1.680 0.29
H 2.968 1.031 -0.712 0.45
O -1.311 0.743 3.005 -0.31
H -1.739 0.164 2.433 0.03
H -0.897 0.256 3.661 0.15
O -0.984 1.955 -4.986 -0.66
H -0.519 1.854 -4.228 0.46
H -1.801 1.922 -4.829 0.28
O -2.183 3.510 3.101 -0.58
H -2.248 4.247 2.581 0.23
H -1.709 2.755 2.620 0.44
O -4.376 1.401 -5.084 -0.64
H -4.786 1.545 -4.218 0.31
H -3.673 0.878 -4.612 0.28
O -1.581 -2.352 -2.251 -0.24
H -1.874 -3.154 -2.242 0.14
H -0.691 -2.212 -2.588 0.18
O 2.033 -3.447 2.883 -0.44
H 2.217 -3.737 2.007 0.17
H 2.406 -4.167 3.396 0.29
O -4.428 2.820 4.389 -0.63
H -3.808 2.391 3.660 0.35
H -3.893 3.120 4.942 0.23
```

=====

# 3
A cluster of 40 separate species, H80O40 in total. Source: the OMol25 dataset; level of theory: ωB97M-V with the def2-TZVPD basis set.

Geometry as XYZ:
```
120
Properties=species:S:1:pos:R:3:mulliken_charge:R:1
H -0.480 -3.601 4.201 0.27
H -0.265 -5.019 3.951 0.40
O -0.882 -4.458 4.465 -0.74
H -3.197 -0.634 -1.374 0.21
H -2.930 -2.143 -1.220 0.13
O -2.624 -1.363 -1.723 -0.31
H -0.700 4.124 -1.221 0.31
H -1.999 4.921 -1.358 0.33
O -1.349 4.432 -1.901 -0.67
H -5.721 0.787 1.616 0.28
H -6.110 0.250 2.905 0.33
O -5.414 0.041 2.111 -0.65
H -1.541 -3.432 -2.364 0.22
H -0.487 -4.121 -3.308 0.25
O -0.639 -3.767 -2.381 -0.47
H 2.299 -3.520 -5.490 0.26
O 2.077 -3.539 -4.573 -0.61
H 1.934 3.917 3.180 0.27
O 1.171 4.412 3.050 -0.50
H 1.347 -6.073 -1.595 0.29
H 1.298 -5.347 -0.255 0.24
O 1.702 -5.296 -1.182 -0.55
H 6.113 -0.768 0.301 0.29
H 5.606 0.351 -0.494 0.30
O 6.047 -0.504 -0.624 -0.59
H 1.716 2.935 -0.795 0.06
H 1.125 4.183 0.146 0.13
O 1.206 3.760 -0.695 -0.25
H 2.069 -2.469 1.852 0.27
H 2.947 -3.183 2.715 0.35
O 3.007 -2.509 2.023 -0.58
H 3.581 5.331 -2.593 0.28
O 3.700 4.498 -2.143 -0.71
H 2.312 -0.246 -4.109 0.22
H 1.237 -0.349 -5.068 0.35
O 1.549 -0.791 -4.289 -0.60
H -5.602 -3.501 1.134 0.35
H -4.638 -2.407 1.024 0.25
O -5.244 -2.879 0.443 -0.63
H -0.824 0.212 -0.038 0.19
H -1.295 1.242 -0.779 0.01
O -1.595 0.833 0.086 -0.42
H 3.506 2.482 -2.389 0.18
H 4.097 1.228 -2.817 0.21
O 3.233 1.586 -2.568 -0.45
H 3.602 -0.303 2.114 0.22
H 2.664 0.681 2.721 0.26
O 3.356 0.714 2.022 -0.59
H 5.014 -0.104 3.882 0.32
H 5.844 0.240 2.624 0.32
O 5.850 -0.278 3.421 -0.60
H 1.408 -0.361 -0.745 -0.15
O 1.670 0.552 -0.597 0.97
H -1.052 -1.202 5.817 0.28
H -2.337 -1.626 4.978 0.32
O -1.996 -0.971 5.705 -0.63
H -0.395 -3.038 0.466 -0.23
O 0.122 -2.762 1.242 0.83
H -1.391 1.998 -5.775 0.31
H -0.301 1.090 -4.955 0.36
O -0.397 1.716 -5.687 -0.70
H 1.087 -1.889 -2.039 0.10
H 0.903 -2.957 -1.156 -0.02
O 1.130 -2.036 -1.021 -0.49
H 0.586 0.886 1.610 0.07
H -0.811 0.305 2.084 0.08
O 0.143 0.201 2.172 -0.08
H -3.461 3.897 -2.557 0.25
H -4.825 3.341 -2.460 0.27
O -3.977 3.280 -2.031 -0.50
H 1.132 1.370 -2.393 -0.30
H 1.252 2.135 -3.770 0.19
O 0.863 1.365 -3.364 0.27
H -3.763 0.330 0.360 0.13
H -5.131 -0.153 0.046 0.39
O -4.375 0.116 -0.380 -0.49
H 5.317 -1.230 -2.666 0.28
H 4.181 -2.280 -3.205 0.28
O 4.576 -1.428 -3.243 -0.56
H 4.073 4.619 -0.005 0.26
H 4.709 4.113 1.241 0.24
O 3.992 3.959 0.680 -0.44
H -0.443 -0.523 -3.979 0.23
H -1.662 -0.385 -3.114 0.22
O -1.393 -0.742 -4.032 -0.69
H -0.713 3.268 4.869 0.33
H -1.066 4.475 4.529 0.33
O -1.031 4.048 5.387 -0.66
H -1.813 -4.858 -0.079 0.24
O -2.273 -4.165 0.404 -0.64
H -0.151 1.961 3.617 0.29
H -1.681 1.483 4.045 0.34
O -0.760 1.496 4.180 -0.63
H 2.200 0.483 0.197 0.04
H 2.330 -2.630 -4.236 0.30
H 0.444 -1.881 0.993 -0.03
H 1.188 5.336 2.968 0.25
H 2.764 4.274 -1.908 0.30
H -3.353 -4.270 0.350 0.32
O 0.962 -4.777 2.620 -0.90
H 0.231 -5.393 2.435 0.31
H 0.784 -3.904 2.313 0.31
O -2.817 -3.047 3.177 -0.60
H -2.217 -3.709 3.733 0.53
H -2.633 -3.516 2.300 0.12
O 2.353 -0.919 4.360 -0.44
H 2.038 -0.900 5.233 0.24
H 3.251 -0.970 4.163 0.19
O 0.865 5.851 -2.340 -0.63
H 0.433 5.346 -1.687 0.32
H 0.392 5.643 -3.150 0.32
O -6.544 -0.176 -2.111 -0.65
H -5.905 -0.503 -2.889 0.33
H -5.890 0.325 -1.589 0.27
O -2.585 2.072 -3.740 -0.62
H -1.904 2.247 -3.029 0.28
H -2.669 1.137 -3.801 0.36
O -3.447 1.478 2.794 -0.61
H -4.316 1.591 2.433 0.29
H -3.573 0.859 3.588 0.33
```

=====

# 4
A cluster of 40 separate species, H80O40 in total. Source: the OMol25 dataset; level of theory: ωB97M-V with the def2-TZVPD basis set.

Geometry as XYZ:
```
120
Properties=species:S:1:pos:R:3:mulliken_charge:R:1
H -5.151 1.674 -1.334 0.25
H -4.640 1.992 0.012 0.25
O -4.771 1.179 -0.643 -0.50
H -4.765 -1.603 3.777 0.29
H -3.574 -0.807 3.575 0.37
O -4.327 -0.906 4.203 -0.63
H -5.935 -2.260 -0.565 0.30
H -5.370 -0.796 -0.508 0.33
O -5.407 -1.602 -0.952 -0.53
H 0.952 2.103 -4.616 0.50
H 0.938 0.887 -4.073 0.30
O 0.399 1.669 -3.915 -0.71
H 1.758 -6.155 0.486 0.33
H 2.683 -5.740 1.457 0.25
O 2.665 -5.537 0.616 -0.58
H 2.814 0.527 -2.876 0.24
O 2.475 0.155 -3.726 -0.56
H 0.521 4.850 1.968 0.40
O 1.317 4.999 2.422 -0.59
H -0.460 -0.721 -0.488 -0.05
H -1.668 0.160 0.165 0.16
O -1.458 -0.622 -0.331 -0.47
H 4.005 -4.276 -1.486 0.30
H 4.078 -3.921 -2.981 0.32
O 4.113 -4.741 -2.384 -0.64
H -1.651 1.274 -5.896 0.35
H -0.452 0.717 -5.411 0.28
O -0.692 1.186 -6.206 -0.62
H -5.649 2.235 2.677 0.24
H -4.907 0.836 2.693 0.34
O -4.857 1.890 2.456 -0.54
H 3.632 -0.064 3.657 0.17
O 4.138 -0.536 2.896 -0.54
H -1.381 -1.580 -2.483 0.11
H -1.764 -2.005 -3.904 0.23
O -1.109 -2.061 -3.285 -0.41
H -4.103 4.164 -2.519 0.29
H -3.641 4.288 -1.004 0.27
O -4.276 4.113 -1.601 -0.57
H 3.809 -3.219 1.200 0.33
H 2.446 -3.819 1.050 0.37
O 3.031 -3.464 1.785 -0.83
H 5.464 0.904 -2.714 0.26
H 5.371 2.195 -3.682 0.30
O 4.824 1.519 -3.060 -0.56
H 0.558 1.684 -1.580 0.11
H 0.260 1.808 -0.287 0.05
O 0.335 1.092 -0.826 -0.08
H 2.517 0.382 4.530 0.32
H 3.083 1.774 4.725 0.44
O 3.404 0.797 4.949 -0.69
H -1.510 3.729 1.969 0.15
O -0.716 3.629 1.826 -0.73
H -4.547 -3.765 0.263 0.33
H -4.799 -4.150 1.812 0.28
O -4.783 -3.399 1.090 -0.63
H 4.567 -1.516 0.326 0.31
O 5.001 -2.347 0.491 -0.66
H 1.192 -4.258 -0.578 0.11
H 0.750 -4.075 -2.095 0.31
O 0.847 -3.690 -1.117 -0.31
H -2.571 -4.482 -0.203 0.30
H -2.701 -4.421 -1.669 0.34
O -2.734 -5.087 -0.995 -0.72
H -4.065 -0.380 0.641 0.29
H -4.168 -1.762 1.041 0.27
O -4.505 -0.775 1.356 -0.59
H -3.563 1.400 -3.017 0.29
H -2.965 0.617 -3.989 0.27
O -3.426 1.396 -4.046 -0.62
H 1.114 5.422 -2.189 0.32
H 0.219 6.119 -3.199 0.32
O 0.414 6.158 -2.230 -0.64
H -3.761 -3.183 -3.276 0.32
H -4.730 -2.162 -3.964 0.31
O -3.972 -2.686 -4.178 -0.65
H -3.809 -2.086 -1.096 0.17
H -2.381 -1.817 -0.413 0.27
O -2.804 -2.390 -1.314 -0.12
H 2.888 3.297 -3.407 0.28
H 1.557 2.999 -3.914 0.27
O 2.094 3.755 -3.796 -0.66
H 0.625 -1.220 1.257 0.15
H 0.236 -0.409 2.292 0.01
O 0.427 -0.276 1.393 0.10
H 1.553 1.994 1.587 0.18
H 2.186 2.578 0.336 0.12
O 2.404 2.266 1.135 -0.56
H 5.674 -0.215 -0.712 0.20
O 6.318 0.434 -0.409 -0.62
H -3.946 5.350 1.916 0.19
H -3.617 4.465 2.766 0.23
O -3.512 4.590 1.857 -0.41
H -0.309 3.686 2.813 0.52
H 3.166 -0.349 -4.258 0.24
H 5.695 -2.078 1.186 0.35
H 2.041 5.550 1.998 0.24
H 4.634 -1.270 3.332 0.28
H 5.688 0.885 0.341 0.41
O 1.336 -2.276 -3.645 -0.67
H 0.372 -2.281 -3.359 0.29
H 1.679 -1.530 -3.140 0.36
O 0.146 3.558 4.215 -0.72
H 0.529 2.815 4.170 0.24
H 0.837 4.423 3.950 0.47
O 3.357 0.212 -0.540 0.04
H 3.053 1.067 -0.432 0.27
H 4.122 0.277 -0.920 -0.06
O 0.227 -2.166 5.453 -0.66
H 0.645 -1.751 4.521 0.45
H 0.824 -2.809 5.749 0.25
O -2.155 -1.796 3.080 -0.64
H -1.691 -2.235 3.981 0.29
H -1.564 -1.568 2.362 0.31
O 2.016 -1.854 3.319 -0.55
H 1.997 -2.770 3.283 0.21
H 2.605 -1.629 2.478 0.42
O 3.225 3.329 3.771 -0.64
H 3.418 2.582 2.978 0.31
H 4.049 3.712 3.804 0.28
```

=====

F_max (eV Å⁻¹)
10.4 12.9 5.2 13.8
E_tot (eV)
-83190.76674 -83189.51336 -83195.01612 -83186.58063
Energy relative to the best compared isomer or geometry (same formula, charge and spin) (kJ/mol)
1451.98 1572.91 1041.98 1855.88